{"formula": "C3H11O4S", "method": "wB97M-V/def2-TZVPD", "symbols": ["O", "C", "C", "C", "S", "H", "H", "H", "H", "H", "H", "H", "O", "H", "H", "O", "H", "H", "O"], "positions_angstrom": [[-0.472278, -1.233231, -1.872590], [0.336344, -0.107379, -1.689292], [0.455970, 0.648263, -0.351070], [1.597640, 1.546886, -0.155500], [3.005145, 0.505158, 0.465466], [0.761707, 0.500847, -2.478878], [0.034391, 0.513945, 0.632790], [1.094089, -0.493722, -0.748914], [1.978386, 1.940773, -1.111695], [1.386297, 2.427505, 0.474378], [-1.859012, 1.326248, 1.624433], [-2.409301, 0.401130, 0.489419], [-2.389702, 1.370353, 0.786408], [-2.354095, -1.930605, 0.486333], [-0.954719, -1.370292, -1.024577], [-1.761009, -1.119555, 0.559879], [1.173177, -1.256616, 1.239949], [-0.242708, -1.656846, 1.170329], [0.619687, -2.012865, 1.503139]], "forces_ev_per_angstrom": [[1.8, 2.5, -1.2], [-2.3, 0.2, 5.0], [0.2, -1.0, -2.5], [1.6, 1.1, -1.5], [-0.7, 0.1, 0.2], [0.3, -0.9, -0.3], [-1.0, -1.2, -0.5], [1.1, 0.0, -0.4], [-0.4, 0.1, 0.1], [-0.2, -0.7, 0.0], [-0.9, -0.1, -1.2], [0.4, 0.4, 0.6], [0.6, -0.1, 0.8], [1.1, 1.6, 0.3], [-0.8, 0.2, 1.3], [-0.9, -1.9, -1.2], [0.7, -0.5, 0.5], [-0.6, -0.6, 0.3], [0.0, 0.8, -0.5]], "gap_ha": 0.263, "charge": -1}